# 1
Formula: C2H4F2
Source: the OMol25 dataset
Level of theory: wB97M-V/def2-TZVPD

The geometry in XYZ format:
```
8
Properties=species:S:1:pos:R:3:forces:R:3:lowdin_charge:R:1
C -0.406 0.624 0.400 -2.4 0.4 -0.4 -0.06
C 0.356 -0.536 -0.288 -1.1 1.0 -4.2 -0.59
F 0.209 -1.638 0.365 -0.6 -2.2 1.1 0.08
F 1.652 -0.308 -0.377 1.8 0.9 0.4 0.03
H -1.581 0.318 0.573 3.0 0.7 -0.8 0.13
H -0.069 0.876 1.469 0.1 -0.5 -1.8 0.09
H -0.346 1.534 -0.315 -0.2 -1.4 1.5 0.09
H 0.185 -0.869 -1.828 -0.5 1.1 4.2 0.21
```
Forces are in eV/Å.

Computed properties:
max |F|: 0.0869 Eh/bohr
energy relative to the best compared isomer or geometry (same formula, charge and spin): 54.3 kcal per mole
frontier orbital gap: 11.704 eV


# 2
Formula: C2H4F2N4O3
Source: the OMol25 dataset
Level of theory: wB97M-V/def2-TZVPD

The geometry in XYZ format:
```
15
Properties=species:S:1:pos:R:3:forces:R:3:lowdin_charge:R:1
C 0.042 0.387 -0.326 0.1 0.3 -0.3 -0.50
C 2.436 -0.066 2.713 0.1 0.6 -0.8 0.20
N -1.112 0.798 -0.789 -3.5 -0.1 -0.8 0.20
N 0.268 -0.134 0.843 0.5 -1.4 0.5 0.15
N 2.858 0.333 1.691 1.4 -0.2 0.7 -0.06
N -0.739 -0.667 1.629 -0.7 2.2 -1.8 -0.43
O 1.012 0.633 -1.175 -0.5 0.9 -0.8 0.14
O -1.931 -0.604 1.316 0.3 -0.3 -0.3 0.03
O -0.363 -1.106 2.666 0.6 -1.1 1.8 0.05
F 3.013 -0.487 0.141 0.1 0.9 0.6 -0.25
F 3.762 1.298 1.461 -0.3 -0.2 -0.7 0.07
H 1.817 -0.830 3.077 -0.7 -0.8 0.3 0.06
H 1.923 0.606 -0.882 0.7 -0.9 1.1 0.08
H -1.959 0.329 -0.435 0.9 0.6 0.3 0.11
H -1.276 1.331 -1.644 1.0 -0.5 0.4 0.14
```
Forces are in eV/Å.

Computed properties:
max |F|: 0.0693 Eh/bohr
energy relative to the best compared isomer or geometry (same formula, charge and spin): 49.7 kcal per mole
frontier orbital gap (spin up / spin down): 9.185 / 9.188 eV


# 3
Formula: C2H4F2O
Source: the OMol25 dataset
Level of theory: wB97M-V/def2-TZVPD

The geometry in XYZ format:
```
9
Properties=species:S:1:pos:R:3:forces:R:3:lowdin_charge:R:1
O 1.558 0.058 -0.026 0.5 4.0 0.7 -0.05
C 0.398 -0.626 -0.239 0.4 0.0 -0.8 -0.27
C -0.710 0.143 0.256 -2.1 3.8 1.2 -0.29
F -1.923 -0.283 -0.194 0.9 0.6 0.1 0.07
F -0.402 1.509 -0.238 -1.6 -0.9 0.1 -0.07
H 1.201 1.057 -0.060 1.9 -2.9 0.0 0.15
H 0.344 -0.838 -1.292 -0.8 -0.6 -0.4 0.14
H 0.317 -1.415 0.418 0.5 -2.9 0.8 0.11
H -0.784 0.395 1.374 0.2 -1.0 -1.6 0.19
```
Forces are in eV/Å.

Computed properties:
max |F|: 0.0876 Eh/bohr
energy relative to the best compared isomer or geometry (same formula, charge and spin): 31.6 kcal per mole
frontier orbital gap: 11.852 eV